Computed, not measured: a 2-piece molecular cluster, C18H20N4 overall at a distorted geometry, with ωB97M-V with the def2-TZVPD basis set.

```
42
C18H20N4, DFT ωB97M-V with the def2-TZVPD basis set
C -2.081 -0.805 1.146
C -2.398 -1.388 -0.026
C -3.502 -0.908 -0.734
N -4.428 -0.490 -1.299
C -1.694 -2.496 -0.505
N -1.086 -3.423 -0.856
C -0.964 -1.206 2.004
C 0.323 -1.365 1.488
C 1.362 -1.734 2.309
C 1.139 -1.966 3.653
C -0.128 -1.819 4.178
C -1.170 -1.436 3.365
H -2.711 0.001 1.488
H 0.491 -1.182 0.438
H 2.353 -1.849 1.901
H 1.952 -2.270 4.291
H -0.309 -2.015 5.222
H -2.162 -1.327 3.767
C -1.998 2.530 -1.889
C -0.560 2.984 -2.170
C -0.539 3.960 -3.348
C 0.054 3.625 -0.923
N 0.264 1.780 -2.529
C -0.134 0.504 -2.577
N 0.891 -0.267 -2.956
C 0.872 -1.701 -3.241
C 2.013 0.561 -3.163
C 1.628 1.829 -2.898
H -2.021 1.807 -1.073
H -2.639 3.371 -1.620
H -2.424 2.042 -2.766
H 0.476 4.298 -3.553
H -0.920 3.480 -4.249
H -1.151 4.839 -3.144
H 1.068 3.966 -1.126
H -0.530 4.484 -0.593
H 0.097 2.906 -0.105
H -0.135 -2.090 -3.095
H 1.176 -1.872 -4.273
H 1.557 -2.224 -2.576
H 2.983 0.217 -3.481
H 2.228 2.720 -2.950
```

Properties
ΔE to the lowest compared entry with this formula, charge and spin   3.294 eV
2S+1   1
Highest occupied orbital energy   -8.0 eV
E_tot   -916.84122 hartree
LUMO   -0.631 eV

***

Computed, not measured: C19H27Al2BrF2LiNO10 as an isolated structure at a distorted geometry, with ωB97M-V with the def2-TZVPD basis set.

```
63
C19H27Al2BrF2LiNO10, DFT ωB97M-V with the def2-TZVPD basis set
O 1.001 1.930 -2.607
C 0.436 1.626 -3.673
O 0.215 2.327 -4.637
C -0.115 0.170 -3.782
C -1.252 0.172 -2.773
C -2.283 0.922 -3.541
C -3.686 0.941 -2.960
O -4.687 0.457 -3.522
O -3.800 1.540 -1.869
C -2.067 0.369 -4.960
O -2.790 0.383 -5.905
O -0.810 -0.146 -4.981
H 0.745 -0.443 -3.567
H -1.473 -0.920 -2.630
H -1.030 0.489 -1.751
H -2.061 1.984 -3.685
Al -2.681 -1.562 -1.297
C 0.931 2.169 0.731
C 1.783 2.427 1.992
C 2.620 3.716 1.753
O 2.629 1.395 2.176
H 1.545 2.029 -0.159
H 0.310 1.280 0.861
H 0.263 3.013 0.535
H 1.074 2.671 2.807
H 3.283 3.607 0.896
H 3.226 3.950 2.627
H 1.962 4.571 1.561
C 5.803 1.273 2.734
C 6.594 2.528 2.275
C 7.688 2.795 3.356
O 5.769 3.542 2.238
H 5.324 1.414 3.700
H 5.023 1.025 2.005
H 6.480 0.411 2.823
H 7.132 2.251 1.347
H 7.264 2.974 4.346
H 8.286 3.664 3.054
H 8.350 1.927 3.431
C 3.394 -0.787 -0.560
N 2.073 -1.019 -1.201
O 1.093 -0.869 -0.519
O 2.086 -1.344 -2.368
H 3.245 -0.507 0.484
H 3.946 -1.741 -0.664
H 3.881 0.023 -1.109
C -7.116 -3.603 0.004
C -6.250 -3.041 0.966
C -6.056 -3.665 2.178
C -6.738 -4.847 2.423
C -7.590 -5.439 1.482
C -7.778 -4.782 0.267
H -7.256 -3.111 -0.949
H -5.734 -2.112 0.755
H -5.400 -3.236 2.925
H -6.604 -5.381 3.439
H -8.097 -6.371 1.683
H -8.435 -5.223 -0.465
Al -5.563 2.376 -2.891
F 9.498 4.668 2.135
F -8.165 -7.110 -0.462
Li 5.897 -1.385 -0.463
Br -5.617 -6.540 4.074
```

Properties
2S+1   1
Highest occupied orbital energy   -7.1 eV
E_tot   -4812.69248 hartree
LUMO   -5.718 eV

***

Computed, not measured: C45H46BrFeGeN9O5S as an isolated structure at a distorted geometry, with ωB97M-V with the def2-TZVPD basis set.

```
109
C45H46BrFeGeN9O5S, DFT ωB97M-V with the def2-TZVPD basis set
Fe -0.517 -0.448 -0.101
C 0.869 -0.294 2.525
N -0.490 -0.269 1.950
C -1.409 0.786 2.425
C -2.159 1.414 1.286
N -2.214 0.933 0.076
C -2.937 1.840 -0.667
C -3.299 1.821 -2.010
C -4.037 2.889 -2.489
C -4.418 3.952 -1.665
C -4.057 3.991 -0.327
C -3.316 2.920 0.149
N -2.811 2.616 1.397
C 1.922 -0.182 1.457
N 1.689 -0.350 0.189
C 2.881 -0.122 -0.462
C 3.189 -0.173 -1.819
C 4.519 -0.039 -2.170
C 5.518 0.166 -1.213
C 5.217 0.293 0.133
C 3.883 0.154 0.484
N 3.236 0.142 1.703
H 1.011 -1.228 3.079
H 1.006 0.514 3.252
H -0.945 -1.157 2.158
H -0.857 1.563 2.960
H -2.126 0.368 3.139
H -2.992 0.999 -2.642
H -4.325 2.909 -3.532
H -5.004 4.763 -2.077
H -4.338 4.824 0.305
H -2.826 3.211 2.204
H 2.402 -0.330 -2.545
H 4.804 -0.093 -3.214
H 6.551 0.234 -1.532
H 5.988 0.493 0.867
H 3.655 0.332 2.595
Br 6.698 5.489 -0.281
C 5.149 5.328 -1.402
C 4.361 6.448 -1.638
C 3.257 6.343 -2.452
C 2.883 5.111 -3.066
C 3.700 3.983 -2.756
C 4.820 4.102 -1.963
N 1.903 5.127 -3.972
N 1.274 4.081 -4.483
C 0.771 3.054 -3.768
C 0.257 1.958 -4.502
C -0.204 0.807 -3.905
C -0.202 0.598 -2.505
O -0.577 -0.543 -1.991
C 0.217 1.721 -1.721
N 0.191 1.580 -0.367
C 0.509 2.608 0.391
C 0.739 3.888 -0.110
C 0.765 4.063 -1.479
C 0.618 2.963 -2.329
H 4.614 7.393 -1.173
H 2.628 7.209 -2.623
H 3.442 3.022 -3.183
H 5.437 3.237 -1.769
H 0.271 2.034 -5.583
H -0.570 -0.009 -4.520
H 0.569 2.420 1.460
H 0.914 4.716 0.565
H 0.901 5.050 -1.894
C -0.167 -3.222 5.655
C -1.467 -3.135 4.907
C -2.373 -4.222 4.839
C -3.552 -4.141 4.142
C -3.892 -2.922 3.483
C -3.013 -1.807 3.574
C -1.828 -1.925 4.251
S -5.399 -2.697 2.674
O -6.079 -1.535 3.205
O -6.134 -3.943 2.621
N -5.074 -2.283 1.081
C -4.683 -3.371 0.186
C -3.252 -3.876 0.384
C -2.183 -2.842 0.178
O -1.049 -3.362 -0.211
O -2.297 -1.652 0.447
H -0.123 -4.128 6.263
H -0.035 -2.358 6.319
H 0.696 -3.240 4.971
H -2.131 -5.141 5.365
H -4.246 -4.970 4.085
H -3.333 -0.875 3.120
H -1.154 -1.072 4.323
H -4.412 -1.513 1.038
H -4.816 -3.020 -0.840
H -5.371 -4.194 0.374
H -3.039 -4.724 -0.268
H -3.142 -4.214 1.419
C 1.320 -3.018 -3.145
Ge 1.402 -3.419 -1.207
C 3.314 -3.466 -0.640
C 0.917 -5.361 -1.078
C 0.124 -2.463 -0.052
H 2.289 -2.683 -3.519
H 0.588 -2.226 -3.309
H 1.017 -3.903 -3.706
H 3.889 -4.019 -1.386
H 3.413 -3.982 0.317
H 3.747 -2.474 -0.548
H 1.568 -5.964 -1.715
H -0.116 -5.517 -1.390
H 1.018 -5.718 -0.050
H 0.458 -2.627 0.991
```

Properties
Total charge   -2
ΔE to the lowest compared entry with this formula, charge and spin   0.000 eV
2S+1   5
Highest occupied orbital energy (spin up / spin down)   0.3 / -1.4 eV
E_tot   -8924.20378 hartree
LUMO (spin up / spin down)   3.617 / 3.583 eV

***

Computed, not measured: a 3-piece molecular cluster, C23H29Cl4NO2P overall at a distorted geometry, with ωB97M-V with the def2-TZVPD basis set.

```
60
C23H29Cl4NO2P, DFT ωB97M-V with the def2-TZVPD basis set
C 3.683 -4.728 -0.256
C 3.465 -3.917 -1.423
C 2.863 -2.450 -1.387
O 2.303 -2.037 -2.410
O 3.051 -1.732 -0.199
C 2.459 -0.415 -0.262
C 0.842 -0.437 -0.190
C 0.272 -0.510 1.298
C -0.499 -1.857 1.678
C -0.001 -3.169 0.927
C -0.903 -3.584 -0.333
N -2.284 -3.903 0.133
P -3.484 -2.966 -0.728
C -3.194 -1.097 -0.551
C -3.555 -3.429 -2.575
H 2.962 -5.521 0.127
H 4.616 -4.549 0.362
H 3.714 -4.373 -2.438
H 2.834 0.235 0.605
H 2.725 0.166 -1.207
H 0.530 0.586 -0.611
H 0.426 -1.205 -0.906
H 1.064 -0.271 2.091
H -0.496 0.337 1.396
H -0.301 -2.035 2.798
H -1.629 -1.805 1.577
H 1.080 -3.141 0.576
H -0.080 -4.039 1.669
H -0.375 -4.476 -0.845
H -0.988 -2.774 -1.133
H -3.752 -0.510 -1.352
H -3.489 -0.766 0.505
H -2.074 -0.841 -0.646
H -3.994 -4.480 -2.619
H -2.517 -3.392 -3.047
H -4.290 -2.708 -3.079
Cl 0.731 2.146 2.938
C -0.736 2.604 3.724
C -1.882 2.950 3.012
Cl -1.930 2.932 1.286
C -3.037 3.321 3.695
C -3.051 3.345 5.084
C -1.908 2.995 5.796
C -0.753 2.626 5.117
H -3.931 3.593 3.146
H -3.952 3.637 5.612
H -1.917 3.010 6.880
H 0.134 2.356 5.677
Cl 3.676 3.407 -0.957
C 2.592 3.665 -2.278
C 1.210 3.712 -2.106
Cl 0.467 3.530 -0.559
C 0.382 3.914 -3.208
C 0.930 4.071 -4.475
C 2.310 4.029 -4.646
C 3.138 3.826 -3.549
H -0.694 3.949 -3.082
H 0.282 4.226 -5.330
H 2.739 4.154 -5.633
H 4.213 3.793 -3.689
```

Properties
Total charge   -1
ΔE to the lowest compared entry with this formula, charge and spin   3.025 eV
2S+1   1
Highest occupied orbital energy   -2.5 eV
E_tot   -3280.95206 hartree
LUMO   1.148 eV

***

Computed, not measured: C5H10O as an isolated structure, with ωB97M-V with the def2-TZVPD basis set.

```
16
C5H10O, DFT ωB97M-V with the def2-TZVPD basis set
C 1.435 -0.151 -0.673
C 0.083 0.017 0.001
C 0.190 0.798 1.307
C -0.801 -1.236 0.154
O -1.943 -0.542 -0.367
C -1.095 0.498 -0.870
H 1.903 0.824 -0.855
H 1.343 -0.668 -1.634
H 2.117 -0.731 -0.039
H 0.644 1.782 1.141
H -0.801 0.949 1.750
H 0.809 0.258 2.033
H -0.968 -1.612 1.171
H -0.504 -2.069 -0.500
H -1.493 1.500 -0.667
H -0.919 0.384 -1.951
```

Properties
ΔE to the lowest compared entry with this formula, charge and spin   1.147 eV
2S+1   1
Highest occupied orbital energy   -9.6 eV
E_tot   -271.71047 hartree
LUMO   0.929 eV

***

Computed, not measured: an isolated ion of composition C5H10NO2 and charge -2 at a distorted geometry, with ωB97M-V with the def2-TZVPD basis set.

```
18
C5H10NO2, DFT ωB97M-V with the def2-TZVPD basis set
C 0.677 -0.342 0.070
C -0.819 0.053 0.102
C -1.087 1.294 0.941
C -1.715 -1.113 0.464
N 1.487 0.514 -0.757
C 2.458 -0.088 -1.661
O 2.252 -1.264 -2.023
O 3.453 0.656 -1.889
H 0.740 -1.366 -0.308
H 0.995 -0.398 1.130
H -1.082 0.318 -0.925
H -1.087 1.107 2.017
H -2.059 1.721 0.676
H -0.356 2.063 0.694
H -2.772 -0.972 0.213
H -1.678 -1.371 1.534
H -1.395 -2.036 -0.036
H 1.987 1.225 -0.243
```

Properties
Total charge   -2
ΔE to the lowest compared entry with this formula, charge and spin   0.000 eV
2S+1   2
Highest occupied orbital energy (spin up / spin down)   3.9 / -1.6 eV
E_tot   -401.68351 hartree
LUMO (spin up / spin down)   6.678 / 6.616 eV

***

Computed, not measured: C47H53GePSi2Zr as an isolated structure at a distorted geometry, with ωB97M-V with the def2-TZVPD basis set.

```
105
C47H53GePSi2Zr, DFT ωB97M-V with the def2-TZVPD basis set
Zr -0.707 0.290 0.096
C -2.140 1.116 6.988
C -3.146 1.356 6.062
C -2.973 0.976 4.737
C -1.794 0.349 4.333
C -0.790 0.109 5.269
C -0.963 0.494 6.591
P -1.617 -0.196 2.608
C 0.157 -0.379 2.322
C 0.867 0.813 2.142
C 2.303 0.758 1.711
C 3.044 -0.467 2.242
C 2.197 -1.715 2.126
C 0.856 -1.651 2.174
C -2.302 -1.868 2.529
C -2.823 -2.554 3.593
C -3.375 -3.840 3.400
C -3.381 -4.410 2.160
C -2.843 -3.725 1.043
C -2.814 -4.301 -0.255
C -2.278 -3.617 -1.304
C -1.763 -2.312 -1.104
C -1.766 -1.689 0.125
C -2.313 -2.427 1.222
H -2.273 1.416 8.021
H -4.065 1.841 6.368
H -3.762 1.163 4.019
H 0.127 -0.378 4.961
H -0.179 0.306 7.315
H 0.437 1.765 2.430
H 2.831 1.673 1.981
H 3.301 -0.312 3.300
H 2.692 -2.679 2.037
H 0.267 -2.555 2.124
H -2.820 -2.114 4.584
H -3.792 -4.372 4.246
H -3.801 -5.400 2.014
H -3.223 -5.296 -0.396
H -2.254 -4.061 -2.293
H -1.356 -1.805 -1.978
C 0.315 2.090 -3.155
Ge 2.064 0.681 -0.298
C 2.947 2.335 -0.893
C 2.430 3.562 -0.470
C 3.028 4.758 -0.845
C 4.155 4.746 -1.662
C 4.677 3.536 -2.094
C 4.078 2.339 -1.710
C 3.342 -0.760 -0.789
C 3.275 -1.377 -2.035
C 4.116 -2.436 -2.422
C 5.030 -2.916 -1.530
C 5.119 -2.330 -0.243
C 6.033 -2.834 0.678
C 6.180 -2.317 1.976
C 5.401 -1.271 2.352
C 4.412 -0.641 1.481
C 4.279 -1.241 0.121
H 0.031 2.800 -3.935
H 0.405 2.651 -2.221
H 1.313 1.716 -3.402
H 1.543 3.591 0.156
H 2.614 5.700 -0.507
H 4.620 5.678 -1.959
H 5.554 3.521 -2.733
H 4.503 1.401 -2.060
H 2.534 -1.031 -2.747
H 4.024 -2.867 -3.410
H 5.689 -3.739 -1.784
H 6.657 -3.670 0.371
H 6.906 -2.749 2.652
H 5.502 -0.852 3.349
H 4.775 0.396 1.344
C -2.553 -0.951 -4.659
Si -0.955 0.007 -4.688
C -0.973 1.229 -6.095
C 0.497 -1.163 -4.868
C -0.720 0.959 -3.069
H -2.637 -1.561 -5.566
H -3.414 -0.276 -4.630
H -2.634 -1.624 -3.798
H -1.258 0.729 -7.027
H 0.008 1.687 -6.248
H -1.696 2.031 -5.917
H 0.458 -1.687 -5.828
H 0.501 -1.922 -4.075
H 1.447 -0.616 -4.831
H -0.397 0.204 -2.340
H -1.681 1.342 -2.741
C -4.091 1.074 -1.856
Si -3.747 2.010 -0.258
C -4.610 1.048 1.094
C -4.552 3.691 -0.382
C -1.898 2.175 0.061
H -5.156 0.821 -1.900
H -3.542 0.131 -1.919
H -3.865 1.671 -2.748
H -5.694 1.111 0.944
H -4.391 1.454 2.085
H -4.331 -0.010 1.085
H -5.627 3.597 -0.574
H -4.115 4.280 -1.194
H -4.426 4.257 0.547
H -1.788 2.710 1.009
H -1.479 2.821 -0.729
```

Properties
Total charge   +1
ΔE to the lowest compared entry with this formula, charge and spin   1.994 eV
2S+1   2
Highest occupied orbital energy (spin up / spin down)   -8.5 / -10.0 eV
E_tot   -4866.83002 hartree
LUMO (spin up / spin down)   -5.018 / -5.017 eV